The following is a quantum chemistry calculation of a cluster of 4 separate species, C33H67ClN3O11 in total in a non-equilibrium geometry, from the Open Molecules 2025 dataset.

As for the total energy: -74803.4786 eV. The highest occupied orbital energy comes out at -10.039 eV. The charge is +1.

XYZ file:
```
115
C33H67ClN3O11 ωB97M-V with the def2-TZVPD basis set
C 1.16 5.55 0.97
C -0.20 4.76 1.35
O -0.32 4.41 2.55
N -1.18 4.50 0.27
C -1.39 3.02 0.16
C -2.00 2.07 1.28
O -1.08 2.49 -0.94
N -2.39 5.21 0.37
C -2.36 6.45 1.22
C -3.71 7.36 1.09
C -3.73 8.52 2.22
Cl -4.05 7.81 3.88
C -2.88 5.44 -1.06
C -4.30 4.71 -1.35
C -5.53 5.73 -1.53
C -6.89 4.84 -1.39
N -7.29 4.92 0.05
C -8.57 5.46 0.42
C -8.75 5.49 1.96
C -7.42 4.86 2.49
C -6.58 4.52 1.25
H 1.08 6.10 -0.02
H 1.44 6.21 1.86
H 1.98 4.74 0.89
H -2.04 2.53 2.33
H -3.11 1.90 0.99
H -1.54 1.02 1.31
H -3.09 4.57 0.81
H -1.50 7.18 0.96
H -2.30 6.24 2.36
H -3.69 7.92 0.09
H -4.64 6.71 1.23
H -2.83 9.21 2.17
H -4.64 9.18 1.96
H -2.13 4.90 -1.76
H -2.85 6.53 -1.38
H -4.58 3.92 -0.58
H -4.20 4.15 -2.35
H -5.61 6.54 -0.74
H -5.57 6.18 -2.58
H -7.73 5.28 -2.02
H -6.68 3.74 -1.69
H -9.39 5.84 -0.27
H -9.64 5.87 2.57
H -7.17 4.70 3.59
H -5.56 4.03 1.31
C 1.48 0.28 -0.01
O 2.47 0.10 0.99
C 2.12 0.71 2.23
C 2.55 -0.17 3.41
O 1.76 -1.35 3.58
C 1.89 -2.37 2.59
C 3.24 -3.08 2.58
O 4.25 -2.23 2.07
C 5.50 -2.37 2.73
H 1.56 1.29 -0.43
H 1.67 -0.45 -0.80
H 0.48 0.10 0.39
H 1.05 0.90 2.30
H 2.66 1.66 2.29
H 2.40 0.41 4.32
H 3.61 -0.41 3.37
H 1.62 -1.99 1.60
H 1.13 -3.12 2.84
H 3.18 -3.96 1.92
H 3.48 -3.42 3.59
H 5.38 -2.42 3.81
H 6.11 -1.49 2.50
H 6.02 -3.26 2.36
C 6.09 -3.68 -1.20
O 6.74 -4.85 -0.72
C 5.92 -5.65 0.12
C 6.16 -7.13 -0.14
O 5.63 -7.61 -1.38
C 6.27 -7.15 -2.57
C 7.68 -7.69 -2.78
O 8.59 -7.08 -1.88
C 9.58 -7.97 -1.39
H 6.06 -2.92 -0.42
H 6.65 -3.31 -2.05
H 5.07 -3.91 -1.54
H 4.86 -5.42 -0.02
H 6.19 -5.41 1.16
H 5.62 -7.69 0.63
H 7.21 -7.40 -0.03
H 6.23 -6.06 -2.64
H 5.65 -7.53 -3.39
H 8.01 -7.44 -3.80
H 7.67 -8.78 -2.67
H 9.16 -8.94 -1.12
H 10.02 -7.53 -0.50
H 10.37 -8.10 -2.15
C -1.73 -0.02 -2.22
O -1.48 -1.34 -1.78
C -2.02 -1.62 -0.50
C -2.59 -3.04 -0.44
O -3.80 -3.23 -1.18
C -3.70 -3.17 -2.61
C -2.94 -4.34 -3.24
O -1.55 -4.23 -2.98
C -0.92 -5.47 -2.74
H -1.05 0.68 -1.73
H -1.56 0.01 -3.30
H -2.77 0.27 -2.04
H -2.82 -0.91 -0.24
H -1.21 -1.53 0.23
H -2.85 -3.25 0.60
H -1.84 -3.79 -0.72
H -3.31 -2.21 -2.94
H -4.74 -3.22 -2.97
H -3.08 -4.31 -4.33
H -3.35 -5.28 -2.86
H -1.52 -6.11 -2.08
H 0.04 -5.29 -2.26
H -0.74 -5.99 -3.69
```

***

The following is a quantum chemistry calculation of a cluster of 8 separate species, C32H88N8O8 in total in a non-equilibrium geometry, from the Open Molecules 2025 dataset.

As for the total energy: -62900.8334 eV. The highest occupied orbital energy comes out at -8.986 eV. The structure (SMILES) is COC[C@H](C)N.COC[C@H](C)N.COC[C@H](C)N.COC[C@H](C)N.COC[C@H](C)N.COC[C@H](C)N.COC[C@H](C)N.COC[C@H](C)N.

XYZ file:
```
136
C32H88N8O8 ωB97M-V with the def2-TZVPD basis set
C -3.47 6.68 9.57
O -3.12 6.35 8.25
C -3.22 5.00 8.01
C -2.86 4.56 6.57
C -3.39 3.22 6.06
N -1.45 4.34 6.36
H -3.05 7.66 9.80
H -3.10 5.93 10.27
H -4.55 6.76 9.71
H -2.69 4.37 8.73
H -4.19 4.63 8.36
H -3.21 5.31 5.85
H -3.34 2.39 6.76
H -3.07 2.89 5.07
H -4.48 3.17 6.09
H -0.80 5.04 6.69
H -1.26 3.60 7.01
C 2.94 -3.57 -8.67
O 2.19 -4.74 -8.73
C 2.87 -5.94 -8.29
C 1.76 -7.05 -8.29
C 2.36 -8.31 -7.63
N 1.10 -7.24 -9.70
H 2.32 -2.70 -8.89
H 3.73 -3.42 -9.41
H 3.43 -3.36 -7.72
H 3.71 -6.08 -8.97
H 3.26 -5.57 -7.34
H 0.99 -6.61 -7.65
H 1.56 -9.05 -7.68
H 2.69 -8.14 -6.60
H 3.24 -8.67 -8.17
H 0.72 -6.34 -9.93
H 1.78 -7.29 -10.44
C -7.58 1.03 0.28
O -8.91 0.50 0.58
C -8.96 -0.28 1.81
C -10.29 -0.74 2.26
C -11.26 0.39 2.45
N -10.32 -1.38 3.54
H -7.60 1.79 -0.51
H -6.93 0.22 -0.06
H -7.03 1.48 1.10
H -8.44 -1.22 1.62
H -8.45 0.23 2.62
H -10.57 -1.50 1.53
H -10.94 1.22 3.08
H -12.27 0.01 2.61
H -11.45 0.82 1.47
H -11.17 -1.91 3.65
H -9.57 -2.03 3.71
C 0.88 -13.89 0.65
O 0.64 -12.54 0.22
C 0.22 -12.36 -1.19
C -0.16 -10.84 -1.43
C -1.13 -10.20 -0.28
N -0.95 -10.70 -2.64
H 1.51 -14.05 1.52
H 1.58 -14.35 -0.04
H -0.06 -14.40 0.84
H 0.99 -12.58 -1.94
H -0.60 -13.07 -1.33
H 0.74 -10.23 -1.54
H -2.15 -10.55 -0.46
H -1.35 -9.13 -0.32
H -0.73 -10.42 0.71
H -0.54 -10.98 -3.52
H -1.61 -11.44 -2.46
C 3.97 9.61 2.36
O 4.59 8.94 1.35
C 5.21 9.75 0.35
C 6.11 8.84 -0.64
C 5.12 8.07 -1.55
N 7.01 7.96 0.13
H 4.56 10.42 2.79
H 3.79 8.86 3.13
H 2.99 10.07 2.26
H 4.56 10.42 -0.21
H 5.86 10.51 0.79
H 6.66 9.56 -1.24
H 4.57 8.84 -2.09
H 4.54 7.25 -1.12
H 5.61 7.66 -2.44
H 7.72 8.44 0.67
H 6.39 7.51 0.79
C 0.33 2.17 -0.77
O 0.78 0.93 -1.16
C -0.14 -0.10 -1.28
C 0.48 -1.45 -1.07
C 1.21 -1.99 -2.31
N -0.58 -2.42 -0.93
H -0.27 2.06 0.13
H -0.20 2.63 -1.61
H 1.08 2.93 -0.57
H -0.96 0.06 -0.58
H -0.53 -0.05 -2.30
H 1.23 -1.42 -0.28
H 2.14 -1.43 -2.19
H 0.81 -1.75 -3.29
H 1.22 -3.08 -2.33
H -0.30 -3.35 -0.65
H -0.76 -2.51 -1.92
C -3.83 10.54 3.22
O -3.98 10.28 1.77
C -2.94 10.89 1.04
C -3.13 10.76 -0.50
C -3.15 9.25 -1.05
N -1.92 11.36 -1.04
H -4.68 10.15 3.76
H -3.70 11.61 3.40
H -2.94 10.14 3.71
H -2.91 11.95 1.26
H -1.97 10.53 1.38
H -4.04 11.35 -0.69
H -3.04 9.06 -2.11
H -4.09 8.76 -0.79
H -2.24 8.77 -0.69
H -1.92 12.31 -1.41
H -1.30 11.47 -0.25
C 6.41 -6.64 -1.96
O 6.56 -5.97 -0.66
C 7.91 -6.09 -0.21
C 8.12 -5.07 0.86
C 9.43 -5.23 1.62
N 7.11 -5.03 1.91
H 7.04 -6.25 -2.76
H 5.36 -6.52 -2.23
H 6.58 -7.71 -1.84
H 7.95 -7.14 0.08
H 8.65 -5.73 -0.92
H 8.41 -4.11 0.44
H 10.28 -5.10 0.94
H 9.61 -6.22 2.04
H 9.49 -4.52 2.44
H 6.82 -5.99 1.97
H 6.34 -4.55 1.46
```

***

The following is a quantum chemistry calculation of a structure of composition C12H20F3N6NiO5, from the Open Molecules 2025 dataset.

As for the total energy: -81143.5432 eV. As for the spin multiplicity: 3. The highest occupied orbital energy (spin up / spin down) comes out at -4.460 / -5.634 eV. The charge is -1.

XYZ file:
```
47
C12H20F3N6NiO5 ωB97M-V with the def2-TZVPD basis set
Ni 0.00 0.59 -0.22
C 1.05 2.82 1.52
C 2.22 2.08 0.85
N 1.92 0.68 0.65
C 1.93 -0.22 1.80
C 0.60 -0.23 2.58
N -0.56 -0.20 1.69
C -1.66 0.64 2.14
C -1.28 2.13 2.05
N -0.27 2.38 1.02
H 1.19 3.89 1.39
H 1.08 2.63 2.59
H 3.12 2.24 1.47
H 2.40 2.51 -0.13
H 2.47 0.26 -0.10
H 2.75 0.03 2.50
H 2.12 -1.22 1.41
H 0.55 0.63 3.25
H 0.60 -1.12 3.22
H -0.88 -1.13 1.40
H -1.97 0.40 3.17
H -2.50 0.43 1.49
H -0.91 2.48 3.02
H -2.18 2.69 1.83
H -0.63 2.98 0.29
F 0.48 3.10 -1.61
C 0.49 1.71 -1.89
F 1.74 1.55 -2.44
F -0.34 1.62 -2.97
C -1.90 -4.00 -2.03
N -0.69 -3.21 -1.91
C 0.27 -3.26 -2.88
C 1.40 -2.56 -2.80
C 1.58 -1.66 -1.66
O 2.66 -1.09 -1.46
N 0.51 -1.48 -0.82
C -0.53 -2.35 -0.81
O -1.34 -2.43 0.12
H -1.66 -5.00 -2.37
H -2.60 -3.53 -2.73
H -2.37 -4.04 -1.05
H 0.05 -3.93 -3.71
H 2.18 -2.62 -3.55
O -3.83 0.98 -1.68
N -2.79 1.22 -1.09
O -1.96 0.28 -0.91
O -2.53 2.36 -0.66
```